A molecular structure, C43H103Br9N4O4 in a non-equilibrium geometry. Source: the OMol25 dataset; level of theory: the ωB97M-V functional and the def2-TZVPD basis.

- HOMO-LUMO gap (eV) = 8.43
- highest occupied orbital energy (eV) = -8.95
- E_tot (eV) = -690791.140
- ΔE to the lowest compared entry with this formula, charge and spin (kcal per mole) = 0.0
- LUMO (eV) = -0.52

Each line ends with the Mulliken charge.
Geometry (Å):
Br  4.590  -28.756  10.385  -0.066
Br  5.134  -25.728  11.221  -0.068
Br  4.766  -24.700  2.873  -0.029
Br  6.141  -26.861  8.378  -0.049
Br  5.889  -19.980  5.413  -0.030
Br  3.094  -25.404  0.271  -0.077
Br  6.819  -20.906  2.567  -0.042
Br  3.860  -19.723  2.913  0.022
Br  2.624  -22.629  1.835  0.025
O  -0.306  -29.883  10.199  -0.346
O  0.021  -26.190  3.890  0.062
O  -2.667  -22.296  8.582  -0.427
O  1.884  -28.307  6.023  0.196
N  -3.820  -24.770  11.096  -0.675
N  -1.673  -27.459  9.477  -0.475
N  -3.134  -25.770  5.761  -0.645
N  1.046  -29.608  3.675  -0.745
C  -0.170  -30.459  11.479  -0.761
C  -0.619  -15.867  3.335  -1.125
C  -2.049  -26.482  5.050  1.334
C  0.329  -28.626  10.110  -0.930
C  4.541  -17.982  9.516  -0.111
C  4.784  -26.936  9.763  1.054
C  1.583  -22.191  10.162  -0.603
C  3.747  -21.142  16.655  -0.722
C  -0.328  -27.863  8.988  0.287
C  2.122  -21.092  14.745  -0.583
C  3.417  -22.733  8.477  -0.905
C  -1.147  -25.510  4.300  -0.147
C  -2.650  -27.511  4.074  -1.341
C  1.809  -23.650  6.714  2.336
C  4.503  -16.179  7.725  -1.414
C  -0.860  -17.138  2.525  -0.368
C  2.528  -22.440  7.282  -1.001
C  1.759  -20.561  13.361  -0.956
C  -1.256  -18.329  3.421  -0.565
C  -2.077  -22.488  7.325  0.489
C  6.058  -18.227  9.472  -0.678
C  2.672  -24.810  6.238  0.490
C  6.427  -18.789  11.936  -1.147
C  -3.073  -23.652  10.557  0.399
C  -0.504  -19.962  5.278  -0.113
C  2.620  -23.206  9.700  1.621
C  0.495  -26.699  8.472  0.494
C  3.938  -23.942  1.301  -0.401
C  2.504  -29.278  6.858  -0.610
C  3.047  -28.883  2.456  -1.311
C  -1.581  -23.923  10.647  -0.665
C  -3.464  -23.346  9.119  -0.650
C  3.979  -17.559  8.151  -0.076
C  5.287  -20.738  3.723  0.194
C  4.432  -20.312  17.740  -0.372
C  3.306  -20.381  15.409  -0.278
C  -0.149  -18.765  4.415  -0.652
C  6.588  -19.235  10.490  -0.237
C  2.466  -29.230  3.798  0.189
C  2.591  -28.067  4.790  0.500
C  -0.674  -21.297  4.555  -0.197
C  4.574  -21.127  19.028  -1.247
C  0.850  -25.310  3.201  -0.276
H  4.956  -21.739  3.962  -0.185
H  1.271  -23.255  5.841  -0.833
H  3.473  -28.924  7.230  0.229
H  4.976  -22.128  18.835  0.301
H  0.377  -24.854  2.323  0.541
H  2.897  -17.494  8.292  0.363
H  0.108  -17.420  2.101  0.222
H  2.345  -22.167  14.705  0.342
H  -2.150  -26.812  8.853  0.108
H  -1.662  -17.025  1.802  0.346
H  3.832  -19.421  17.958  0.275
H  6.404  -18.388  8.447  0.273
H  4.056  -23.564  8.136  0.354
H  4.237  -18.249  7.351  0.014
H  -3.612  -25.216  5.038  0.380
H  -2.116  -27.474  3.115  0.296
H  5.594  -16.127  7.692  0.328
H  6.834  -17.810  12.188  0.334
H  0.221  -17.926  5.004  0.510
H  -0.065  -21.358  3.658  0.448
H  3.117  -22.002  6.463  0.178
H  3.616  -21.232  19.535  0.315
H  -2.257  -28.292  9.408  0.285
H  1.756  -25.814  2.869  -0.194
H  -3.430  -25.640  10.762  0.246
H  -0.916  -31.252  11.557  0.249
H  1.644  -19.477  13.444  0.348
H  4.119  -21.959  8.795  0.307
H  3.004  -30.096  4.198  0.375
H  -1.610  -23.485  7.267  -0.546
H  2.937  -19.375  15.637  0.319
H  3.282  -25.166  7.084  0.063
H  -1.730  -21.486  4.322  0.343
H  2.148  -27.164  4.364  -1.019
H  0.997  -24.035  7.337  -0.524
H  0.699  -26.023  9.306  0.065
H  0.892  -21.070  12.958  0.288
H  -2.477  -28.531  4.409  0.281
H  -3.483  -24.198  8.419  0.202
H  1.283  -21.049  15.447  0.350
H  -2.709  -25.017  6.316  0.092
H  1.191  -24.471  3.825  -0.080
H  0.976  -21.869  9.305  -0.101
H  3.630  -27.845  5.101  0.493
H  -0.816  -24.686  4.952  -0.418
H  -1.085  -23.069  10.196  0.074
H  -1.724  -25.077  3.468  0.354
H  -0.332  -29.670  12.212  0.366
H  -1.316  -19.669  5.946  0.349
H  -1.424  -27.053  5.739  -0.518
H  6.565  -17.288  9.759  0.278
H  0.689  -18.934  3.714  -0.047
H  5.323  -20.715  19.711  0.374
H  1.386  -27.000  7.920  -0.288
H  2.386  -28.189  1.917  0.158
H  -2.820  -22.363  6.525  0.417
H  -3.688  -27.284  3.838  0.389
H  -4.513  -23.001  9.040  0.349
H  -0.192  -16.055  4.316  0.298
H  2.618  -30.236  6.347  0.390
H  0.081  -15.250  2.765  0.325
H  1.389  -28.827  9.901  0.083
H  4.670  -23.555  0.612  0.465
H  7.671  -19.336  10.329  0.291
H  -1.210  -24.837  10.188  -0.108
H  1.972  -21.263  10.592  -0.022
H  1.854  -21.603  7.505  0.028
H  0.383  -20.087  5.917  -0.089
H  -1.595  -19.216  2.887  0.347
H  4.339  -22.045  16.484  0.316
H  6.133  -20.214  10.295  0.133
H  4.199  -15.977  6.693  0.375
H  4.022  -28.390  2.521  0.323
H  4.144  -15.389  8.385  0.356
H  -4.799  -24.656  10.870  0.289
H  0.779  -30.991  11.621  0.252
H  -0.498  -28.569  8.160  0.313
H  2.095  -24.156  9.525  -1.138
H  2.632  -20.690  12.718  0.176
H  3.176  -29.714  1.760  0.363
H  4.270  -17.333  10.344  0.432
H  4.100  -18.987  9.646  -0.095
H  1.813  -29.408  7.691  0.024
H  2.086  -25.714  6.059  -0.564
H  5.357  -18.763  12.183  0.211
H  0.851  -22.538  10.890  0.226
H  4.191  -20.257  14.782  0.119
H  -1.484  -15.216  3.480  0.315
H  0.255  -28.087  11.060  0.602
H  -1.331  -23.982  11.709  0.412
H  -0.475  -22.111  5.256  -0.625
H  -0.070  -26.164  7.700  -0.499
H  2.839  -21.529  17.144  0.336
H  -3.282  -22.725  11.093  0.263
H  5.412  -19.900  17.481  0.332
H  3.342  -24.582  5.408  -0.291
H  -2.064  -17.960  4.075  0.335
H  0.635  -29.569  4.606  0.341
H  0.567  -28.874  3.151  0.262
H  6.882  -19.520  12.606  0.379
H  -1.277  -21.759  7.197  -0.071
H  3.318  -23.424  10.514  0.308
H  3.855  -26.592  9.333  -0.908